Density functional theory data (wB97M-V/def2-TZVPD) for C8H8F3N2O2Se3TeZn as an isolated structure.

The calculation puts the molar mass at 651.03 g mol⁻¹. The net charge is -1. Its energy above the lowest of the compared OMol25 structures with the same formula, charge and spin is 12.2 kcal/mol. As for the HOMO-LUMO gap: 5.768 eV. Its HOMO energy is -3.5 eV.

Each line ends with the Mulliken charge.
Positions of all 28 atoms, in Å:
1 Zn -0.13131 0.45346 -2.28835  0.48
2 N -0.51123 -1.76914 -2.20747  -0.46
3 C 0.75841 -2.47434 -2.39933  -0.46
4 C 1.95596 -1.49121 -2.27707  0.61
5 O 3.03496 -1.95500 -1.91966  -0.70
6 O 1.68936 -0.28182 -2.58501  -0.60
7 H -0.86381 -1.87122 -1.26365  0.25
8 H -1.24499 -2.08435 -2.82831  0.27
9 H 0.81091 -2.88716 -3.40719  0.32
10 H 0.90934 -3.29018 -1.69198  0.28
11 Se 0.59117 2.73450 -2.52479  -0.24
12 Se -1.22226 4.15407 -2.36973  -0.25
13 Te -3.38871 2.78931 -1.96797  -0.15
14 Se -2.82232 0.43208 -2.47072  -0.51
15 F -0.79434 1.45619 4.79919  -0.28
16 C 0.11358 0.62552 4.26019  0.78
17 F 1.32897 1.03600 4.67737  -0.25
18 F -0.08920 -0.59515 4.80492  -0.26
19 C 0.03294 0.57326 2.76410  0.60
20 C 0.91514 -0.24697 2.07519  -1.12
21 C 0.82790 -0.28787 0.69516  0.04
22 N -0.07199 0.41902 0.00970  0.26
23 C -0.90535 1.21012 0.67669  0.31
24 C -0.89299 1.32232 2.05809  -0.89
25 H 1.65307 -0.83781 2.60037  0.44
26 H 1.52482 -0.89173 0.12599  0.24
27 H -1.61973 1.78133 0.09177  -0.16
28 H -1.58829 1.97677 2.56250  0.46

---

Density functional theory data (wB97M-V/def2-TZVPD) for C28H45BrF6N10O3P3TeTm as an isolated structure.

As for the spin multiplicity: 4. The calculation puts the molar mass at 1153.08 g mol⁻¹. The net charge is +3. The expectation value of S² is 3.7748. As for the HOMO-LUMO gap (alpha / beta): 6.128 / 3.613 eV. Its HOMO energy (alpha / beta) is -15.2 / -15.2 eV.

Each line ends with the Mulliken charge.
Positions of all 98 atoms, in Å:
1 Tm -0.37980 0.46810 -0.84040  1.11
2 Br -6.99193 3.49573 -4.08815  0.08
3 C -5.55824 3.18270 -2.92158  -0.03
4 C -5.35726 1.86165 -2.52729  -0.48
5 C -4.33706 1.54561 -1.66628  0.12
6 C -3.46759 2.52636 -1.18912  -0.34
7 C -3.70093 3.88705 -1.54893  -0.47
8 C -4.74012 4.21238 -2.44068  -0.65
9 N -2.32748 2.21493 -0.43316  1.58
10 C -2.06117 3.07761 0.53005  -1.83
11 C -0.72486 3.29553 1.00048  1.62
12 C -0.48335 4.31948 1.94587  -0.98
13 C 0.81514 4.56462 2.34654  -0.69
14 C 1.83868 3.80365 1.77233  -0.77
15 C 1.54241 2.77693 0.91447  -0.25
16 N 0.28403 2.52479 0.47894  0.94
17 H -5.99067 1.07253 -2.97133  0.49
18 H -4.13054 0.50332 -1.37773  0.24
19 H -3.00935 4.64585 -1.14839  0.54
20 H -4.94662 5.25517 -2.73768  0.47
21 H -2.77083 3.71958 1.05281  0.52
22 H -1.32715 4.90268 2.31820  0.54
23 H 1.05660 5.34715 3.08164  0.46
24 H 2.88378 3.96934 2.06999  0.55
25 H 2.36262 2.15190 0.54207  0.18
26 C 3.98925 -3.59921 0.44540  -0.96
27 N 3.29877 -2.70591 -0.49451  0.75
28 C 3.17788 -3.28202 -1.82557  -0.68
29 P 2.92541 -1.11800 -0.14631  -1.60
30 O 1.70784 -0.46386 -0.76247  0.94
31 O 2.65263 -1.32842 1.44999  0.10
32 P 1.30769 -1.02372 2.36465  -0.88
33 O 0.40084 -0.02789 1.66644  0.46
34 N 1.86978 -0.40929 3.78001  0.39
35 C 1.61629 0.96364 4.22109  -0.45
36 C 2.86103 -1.16339 4.56689  -1.04
37 N 0.67582 -2.54073 2.66863  0.39
38 C 0.39021 -3.47504 1.58892  -0.38
39 C -0.09113 -2.86062 3.88404  -0.99
40 N 4.28100 -0.20730 -0.40569  0.68
41 C 5.56444 -0.56346 0.22819  -1.09
42 C 4.32079 1.02988 -1.19757  -0.82
43 H 4.99430 -3.82282 0.06444  0.39
44 H 3.40965 -4.53109 0.55933  0.40
45 H 4.05018 -3.11928 1.43673  0.18
46 H 4.09074 -3.15325 -2.43726  0.26
47 H 2.32396 -2.77728 -2.29415  -0.04
48 H 2.95712 -4.34915 -1.73919  0.37
49 H 0.88406 1.45069 3.59546  -0.27
50 H 2.55283 1.52968 4.18233  0.29
51 H 1.26627 0.93296 5.26326  0.28
52 H 2.85511 -2.20398 4.23214  0.30
53 H 2.57421 -1.08858 5.62304  0.38
54 H 3.88132 -0.74787 4.43354  0.28
55 H 1.09277 -3.28040 0.76867  -0.24
56 H -0.61186 -3.30672 1.17119  0.10
57 H 0.45652 -4.51347 1.93504  0.40
58 H 0.08027 -2.05329 4.62295  0.29
59 H 0.23764 -3.80261 4.34370  0.35
60 H -1.15951 -2.94776 3.68129  0.32
61 H 5.34635 -1.18624 1.09990  0.31
62 H 6.06466 0.37081 0.57776  0.39
63 H 6.23440 -1.10034 -0.46400  0.28
64 H 3.33920 1.18914 -1.63876  -0.03
65 H 5.05350 0.92847 -2.01164  0.35
66 H 4.58790 1.89280 -0.57589  0.32
67 N -3.04085 -2.94339 -2.92037  -0.03
68 C -4.06149 -2.74367 -1.98872  -1.45
69 C -3.59994 -1.78375 -1.14358  -0.75
70 N -2.32975 -1.33295 -1.50589  1.07
71 C -2.03468 -2.09754 -2.58910  -0.61
72 C -0.81915 -1.91977 -3.38161  0.00
73 N 0.18546 -1.12983 -2.98146  0.97
74 C 1.17236 -1.29277 -3.95914  -0.80
75 C 0.70505 -2.12161 -4.94774  -0.98
76 N -0.56699 -2.53674 -4.56244  -0.04
77 H -2.98874 -3.61017 -3.68315  0.20
78 H -4.94462 -3.34467 -2.02605  0.51
79 H -4.10945 -1.31842 -0.31418  0.44
80 H 2.10345 -0.73331 -3.87462  0.50
81 H 1.15350 -2.54538 -5.83564  0.49
82 H -1.22812 -3.15758 -5.05453  0.21
83 C -2.28489 0.99354 3.32470  -1.03
84 Te -2.36092 -0.46241 1.77328  0.82
85 C -4.54375 -0.88716 1.98700  -1.32
86 H -2.18003 0.45475 4.27321  0.49
87 H -3.21040 1.57164 3.31443  0.47
88 H -1.39753 1.64469 3.21028  0.05
89 H -5.09073 -0.09570 1.43165  0.38
90 H -4.79142 -0.86416 3.06546  0.39
91 H -4.74185 -1.86978 1.51600  0.42
92 F -0.45532 3.46388 -2.20046  -0.40
93 P -0.14122 2.53435 -3.46187  1.76
94 F 0.17799 1.49920 -4.65665  -0.39
95 F 0.91024 1.63307 -2.40751  -0.65
96 F -1.27462 1.39779 -2.81609  -0.48
97 F -1.30438 3.25415 -4.30884  -0.36
98 F 1.10438 3.48398 -3.90105  -0.35

---

Density functional theory data (wB97M-V/def2-TZVPD) for CH16AgO7 as an isolated structure.

As for the spin multiplicity: 2. The calculation puts the molar mass at 248.00 g mol⁻¹. The net charge is +2. Its energy above the lowest of the compared OMol25 structures with the same formula, charge and spin is 9.0 kcal/mol. The expectation value of S² is 0.7543. As for the HOMO-LUMO gap (alpha / beta): 7.330 / 2.245 eV. Its HOMO energy (alpha / beta) is -15.7 / -15.7 eV.

Each line ends with the Mulliken charge.
Positions of all 25 atoms, in Å:
1 Ag 0.07297 -0.00888 -1.16074  0.98
2 C 0.07477 -1.44400 5.07349  -0.40
3 O 0.88086 -1.16560 3.96496  -0.05
4 H -0.94455 -1.69843 4.78301  0.31
5 H 0.31956 -2.25793 5.75592  0.33
6 H -0.05217 -0.55910 5.69714  0.36
7 H 1.70098 -1.60527 4.20097  0.45
8 O 4.34303 -0.18747 -0.72011  -0.65
9 H 5.02626 0.16196 -1.29223  0.33
10 H 4.77607 -0.30790 0.12501  0.32
11 O -1.17546 2.80572 -3.93108  -0.65
12 H -1.39070 3.60641 -3.45276  0.32
13 H -1.44456 2.98472 -4.83207  0.33
14 O -1.78939 -3.81584 -0.63444  -0.66
15 H -1.54935 -4.56028 -1.18619  0.34
16 H -2.35979 -4.18920 0.03749  0.32
17 O -4.28156 1.56171 -0.01980  -0.66
18 H -5.13797 1.16617 0.14248  0.33
19 H -4.47427 2.47773 -0.21975  0.33
20 O 0.59655 3.77574 1.03097  -0.66
21 H 0.14224 4.21122 1.75221  0.33
22 H 1.32953 4.35555 0.82409  0.34
23 O 1.57426 -1.74532 -4.98107  -0.65
24 H 1.43097 -2.34076 -5.71671  0.33
25 H 2.33172 -1.22091 -5.24081  0.33

---

Density functional theory data (wB97M-V/def2-TZVPD) for one molecule with the formula CH4N2O2.

The calculation puts the molar mass at 76.05 g mol⁻¹. Its SMILES is O/C=N/NO. Its energy above the lowest of the compared OMol25 structures with the same formula, charge and spin is 62.3 kcal/mol. As for the HOMO-LUMO gap: 9.230 eV. Its HOMO energy is -8.7 eV.

Each line ends with the Mulliken charge.
Positions of all 9 atoms, in Å:
1 O -0.32286 1.58585 -1.57109  -0.43
2 C -0.02559 0.53442 -0.79033  0.20
3 N -0.91258 0.03084 -0.01115  -0.36
4 N -0.47278 -1.02508 0.70446  -0.19
5 O 0.39047 -0.59180 1.79033  -0.43
6 H 0.43993 1.86337 -2.09958  0.37
7 H 1.01564 0.19332 -0.90996  0.23
8 H -1.26946 -1.41255 1.22560  0.27
9 H 1.15722 -1.17838 1.66172  0.35

---

Density functional theory data (wB97M-V/def2-TZVPD) for a 2-piece molecular cluster, C3H4FN4 overall.

The calculation puts the molar mass at 115.09 g mol⁻¹. The net charge is -1. Its energy above the lowest of the compared OMol25 structures with the same formula, charge and spin is 30.7 kcal/mol. As for the HOMO-LUMO gap: 8.982 eV. Its HOMO energy is -4.9 eV.

Each line ends with the Mulliken charge.
Positions of all 12 atoms, in Å:
1 C 0.78508 -0.13582 0.08468  0.15
2 C -1.50190 0.35330 -0.16351  -1.09
3 C -0.52045 -0.75409 0.08146  0.68
4 N 1.88273 -0.68071 0.57765  -0.43
5 N 1.02519 1.01166 -0.59769  -0.17
6 N 2.79438 0.24734 0.36711  -0.37
7 N 2.29033 1.24030 -0.36899  -0.51
8 F -0.66470 -1.85368 -0.67941  -0.28
9 H -1.36542 1.11643 0.64815  0.29
10 H -1.13674 0.77950 -1.09172  0.34
11 H -2.63933 0.00184 -0.28036  0.26
12 H -0.94916 -1.32607 1.42264  0.13

---

Density functional theory data (wB97M-V/def2-TZVPD) for C6H10O as an isolated structure.

The calculation puts the molar mass at 98.14 g mol⁻¹. Its energy above the lowest of the compared OMol25 structures with the same formula, charge and spin is 154.7 kcal/mol. As for the HOMO-LUMO gap: 8.333 eV. Its HOMO energy is -7.8 eV.

Each line ends with the Mulliken charge.
Positions of all 17 atoms, in Å:
1 C 2.19139 -0.54184 -0.15805  -0.78
2 C 1.57004 0.37582 0.83681  -0.31
3 C -0.27386 1.24924 -0.25735  -0.77
4 C -1.73467 1.22424 -0.57262  -0.17
5 C -2.14134 0.01839 -0.16408  -0.74
6 C -0.94130 -0.46054 0.55755  -0.14
7 O -0.54057 -1.76602 0.34123  -0.49
8 H 2.43366 -0.06650 -1.11955  0.26
9 H 3.15995 -0.75508 0.33950  0.35
10 H 1.71788 -1.52294 -0.32730  0.23
11 H 1.19430 -0.26897 1.65743  0.16
12 H 0.33472 1.01267 -1.13691  0.28
13 H 0.09784 2.16303 0.22680  0.43
14 H -2.31733 2.03725 -1.00639  0.39
15 H -3.08970 -0.51241 -0.25814  0.42
16 H -0.91751 -0.27820 1.63234  0.50
17 H -0.74247 -1.99628 -0.58102  0.37

---

| no. | total energy (a.u.) | F_max (eV/A) |
| --- | --- | --- |
| 1 | -10121.123305 | 0.860 |
| 2 | -7417.372741 | 2.485 |
| 3 | -720.529732 | 2.464 |
| 4 | -300.388378 | 3.101 |
| 5 | -435.568787 | 5.907 |
| 6 | -309.595831 | 0.704 |